[1]
Entry from the OMol25 dataset: a 2-piece molecular cluster, C16H37IN3O4P2S overall at a distorted geometry (ωB97M-V/def2-TZVPD).

Calculated values
HOMO-LUMO gap	6.218	eV
charge	-1
HOMO level	-3.777	eV

Each line ends with the Löwdin charge.
Positions of all 64 atoms, in Å:
C (-5.53304, -0.75189, -3.03426)  -0.13
O (-4.78040, -0.80236, -1.85016)  -0.20
C (-5.54966, -0.83296, -0.65658)  -0.23
C (-5.38337, 0.42988, 0.19165)  -0.18
C (-3.94766, 0.97653, 0.21140)  -0.21
C (-3.70811, 2.03635, -0.86145)  -0.21
C (-2.27007, 2.56830, -0.97347)  -0.21
C (-1.16747, 1.56616, -0.60826)  -0.32
C (0.20914, 2.03302, -1.08086)  -0.40
P (1.64439, 1.52212, 0.07609)  0.38
S (0.99569, -0.72992, 0.06687)  0.34
C (2.21588, 3.39944, 0.36435)  -0.28
C (2.73453, 4.29146, -0.72848)  -0.52
C (4.21924, 4.60608, -0.72460)  -0.07
N (1.94036, 4.78495, -1.60162)  0.10
C (3.07954, 0.82519, 1.36578)  -0.44
C (2.52508, 0.42383, 2.64242)  -0.89
O (1.92206, 1.06309, 3.43485)  -0.01
I (2.87385, -1.73146, 3.17051)  0.60
P (3.07651, 1.33490, -1.76486)  0.75
N (4.69498, 1.32637, -1.08570)  -0.23
O (3.08019, -0.23955, -2.26548)  -0.40
H (-6.09285, 0.18931, -3.12274)  0.09
H (-4.83593, -0.81442, -3.86929)  0.09
H (-6.23884, -1.58842, -3.10164)  0.08
H (-6.60526, -0.98370, -0.90845)  0.11
H (-5.21634, -1.70047, -0.07881)  0.12
H (-5.68624, 0.15650, 1.20692)  0.11
H (-6.07443, 1.20616, -0.15302)  0.10
H (-3.74050, 1.39943, 1.20007)  0.12
H (-3.25581, 0.13888, 0.09329)  0.11
H (-4.38470, 2.87013, -0.63478)  0.10
H (-4.03432, 1.63774, -1.82623)  0.10
H (-2.15817, 3.48267, -0.38026)  0.11
H (-2.09097, 2.87029, -2.01187)  0.11
H (-1.15038, 1.40412, 0.47440)  0.08
H (-1.42666, 0.60913, -1.07019)  0.08
H (0.41042, 1.67146, -2.09552)  0.05
H (0.20616, 3.12228, -1.15556)  0.04
H (0.80314, 1.68884, 1.22326)  0.00
H (0.31770, -0.82802, -1.07913)  -0.23
H (2.92035, 3.42542, 1.19550)  0.05
H (1.29329, 3.86642, 0.71892)  0.08
H (4.63150, 4.59933, 0.28493)  0.07
H (4.38558, 5.60054, -1.14730)  0.07
H (4.76654, 3.89169, -1.34366)  0.05
H (2.45555, 5.36551, -2.26245)  0.04
H (3.81483, 1.60148, 1.58360)  0.07
H (3.58052, -0.01477, 0.89367)  0.00
H (4.91511, 0.40976, -0.70640)  0.01
H (4.78274, 1.98400, -0.32097)  -0.01
H (3.96526, -0.61407, -2.28905)  0.03
C (0.69648, -7.43475, 1.64074)  -0.37
O (0.16946, -7.48731, 0.54619)  0.00
N (1.33154, -6.36385, 2.14457)  -0.20
C (1.93889, -6.38372, 3.45741)  -0.07
C (1.41731, -5.13630, 1.36107)  -0.04
H (0.69738, -8.29604, 2.33416)  0.13
H (1.49343, -5.62367, 4.10239)  0.09
H (3.01175, -6.19041, 3.39153)  0.09
H (1.78814, -7.36134, 3.91305)  0.08
H (0.42538, -4.74459, 1.14188)  0.10
H (1.92849, -5.31640, 0.41601)  0.09
H (1.97281, -4.40838, 1.94560)  0.01

[2]
Entry from the OMol25 dataset: a 2-piece molecular cluster, CH5O3 overall at a distorted geometry (ωB97M-V/def2-TZVPD).

Calculated values
HOMO-LUMO gap (spin up / spin down)	9.994 / 6.452	eV
multiplicity	2
HOMO level (spin up / spin down)	-9.312 / -9.304	eV
energy above the lowest of the compared OMol25 structures with the same formula, charge and spin	3.028	eV

Each line ends with the Löwdin charge.
Positions of all 9 atoms, in Å:
H (3.94954, 1.11494, 0.00001)  -0.02
O (3.05892, 0.91040, 0.00001)  0.10
H (-2.70860, 0.24578, -0.00001)  0.10
C (-1.82426, -0.39149, -0.00001)  -0.13
H (-1.79053, -1.01603, 0.89271)  0.08
H (-1.79051, -1.01599, -0.89276)  0.08
O (-0.69848, 0.40927, 0.00002)  -0.20
O (0.52310, -0.43633, 0.00001)  -0.04
H (1.28083, 0.17945, 0.00001)  0.03

[3]
Entry from the OMol25 dataset: BeFH8O4 as an isolated structure at a distorted geometry (ωB97M-V/def2-TZVPD).

Calculated values
HOMO-LUMO gap	8.951	eV
charge	+1
HOMO level	-13.496	eV
energy above the lowest of the compared OMol25 structures with the same formula, charge and spin	0.465	eV

Each line ends with the Löwdin charge.
Positions of all 14 atoms, in Å:
Be (0.17107, 0.26950, -0.46600)  0.07
F (-1.11193, -0.50950, -0.38600)  -0.23
O (-2.52193, -1.05850, 1.80000)  -0.08
H (-2.01293, -0.98250, 0.97500)  -0.03
H (-2.55293, -1.93450, 2.21300)  0.04
O (1.43707, -0.84250, -0.36200)  0.10
H (2.35407, -0.56450, -0.46300)  0.13
H (1.33707, -1.65750, 0.16400)  0.16
O (0.39207, 0.94850, -1.98800)  0.14
H (0.39407, 0.26550, -2.63200)  0.12
H (1.26207, 1.34450, -1.99700)  0.12
O (0.35307, 1.38350, 0.68900)  0.08
H (1.04107, 1.58050, 1.35300)  0.15
H (-0.54193, 1.75750, 1.10000)  0.23

[4]
Entry from the OMol25 dataset: a 10-piece molecular cluster, C23H48Cl6N2O19 overall at a distorted geometry (ωB97M-V/def2-TZVPD).

Calculated values
HOMO-LUMO gap	10.219	eV
HOMO level	-10.471	eV

Each line ends with the Löwdin charge.
Positions of all 98 atoms, in Å:
C (1.66339, 4.37813, 0.77883)  0.02
N (1.36575, 4.70174, 2.17513)  -0.43
O (2.17672, 5.41121, 2.77967)  0.03
O (0.30177, 4.32473, 2.67053)  0.07
H (1.71653, 5.34852, 0.28524)  0.11
H (0.82288, 3.74895, 0.48597)  0.05
H (2.60517, 3.83621, 0.69230)  0.09
C (-3.08906, 4.40215, -0.84160)  0.05
N (-1.74234, 3.91449, -0.56690)  -0.40
O (-1.62551, 3.18699, 0.43432)  0.06
O (-0.84661, 4.29298, -1.31517)  0.06
H (-3.00052, 5.13470, -1.64387)  0.08
H (-3.43381, 4.94495, 0.03852)  0.11
H (-3.72895, 3.57848, -1.15814)  0.11
C (4.55767, 1.04640, 0.72160)  -0.05
O (4.96302, 1.52412, 1.98196)  -0.02
C (4.02756, 2.08667, 2.81975)  -0.53
O (2.85723, 2.15348, 2.55584)  0.08
O (4.55307, 2.48909, 4.02220)  -0.03
C (3.65349, 3.01077, 5.00393)  -0.02
H (3.50646, 0.76645, 0.65307)  0.08
H (5.23446, 0.25976, 0.38805)  0.10
H (4.64987, 1.98183, 0.16972)  0.10
H (3.21824, 2.06459, 5.32549)  0.08
H (2.98957, 3.65367, 4.42601)  0.08
H (4.21925, 3.54605, 5.76649)  0.10
C (-5.05001, 6.28503, -3.49258)  -0.04
O (-3.73092, 6.07324, -4.07334)  -0.05
C (-3.26263, 4.77628, -4.42525)  -0.48
O (-4.01099, 3.80051, -4.51120)  0.09
O (-1.95199, 4.76427, -4.82699)  -0.01
C (-1.41616, 3.52213, -5.23374)  -0.05
H (-5.65277, 5.42983, -3.79823)  0.09
H (-5.46496, 7.19601, -3.92387)  0.09
H (-5.17997, 6.44442, -2.42216)  0.08
H (-2.09279, 2.95560, -5.87351)  0.10
H (-1.04222, 2.89761, -4.42243)  0.09
H (-0.55331, 3.75351, -5.85827)  0.10
C (-1.29041, -1.85373, -3.41299)  0.00
O (-2.01561, -1.94346, -2.17333)  0.00
C (-2.82051, -0.99092, -1.77672)  -0.61
O (-2.99328, 0.02483, -2.47373)  0.08
O (-3.57187, -1.45614, -0.81317)  0.03
C (-4.44555, -0.54379, -0.16019)  -0.05
H (-0.98645, -2.86028, -3.70030)  0.09
H (-0.39173, -1.26160, -3.24018)  0.08
H (-1.86882, -1.44077, -4.23943)  0.10
H (-4.00381, 0.45194, -0.12177)  0.09
H (-4.91212, -0.73790, 0.80560)  0.11
H (-5.24256, -0.21488, -0.82705)  0.09
C (1.13566, 1.67258, -1.54851)  -0.01
O (1.53634, 0.36260, -2.03213)  0.03
C (1.12231, -0.64795, -1.31982)  -0.58
O (0.41086, -0.62223, -0.27395)  0.06
O (1.69172, -1.78926, -1.74727)  -0.01
C (1.21805, -3.00817, -1.21454)  -0.04
H (1.76012, 2.53266, -1.79019)  0.10
H (1.04102, 1.63375, -0.46332)  0.08
H (0.12200, 1.78299, -1.93374)  0.09
H (0.15707, -3.03789, -0.96649)  0.10
H (1.87667, -3.18675, -0.36458)  0.09
H (1.47704, -3.73794, -1.98164)  0.05
C (-4.13061, -0.58994, 5.82911)  -0.09
O (-3.48197, 0.00496, 4.77374)  -0.01
C (-2.99900, -0.74656, 3.74075)  -0.46
O (-3.20270, -1.94406, 3.60791)  0.11
O (-2.31151, 0.14191, 2.83450)  -0.05
C (-1.72499, -0.42168, 1.70510)  -0.09
H (-4.27376, 0.00454, 6.73144)  0.10
H (-3.70987, -1.56673, 6.06775)  0.09
H (-5.09919, -0.93439, 5.46674)  0.09
H (-1.51678, 0.34368, 0.95746)  0.09
H (-2.41555, -1.19406, 1.36649)  0.08
H (-0.79794, -0.86846, 2.06439)  0.06
Cl (2.78999, -7.87580, 1.22513)  0.53
C (3.25695, -6.16535, 1.21312)  -0.69
C (4.74289, -6.07177, 1.68709)  -0.64
Cl (4.93478, -6.57805, 3.39695)  0.52
H (2.53377, -5.75743, 1.91932)  -0.03
H (3.14612, -5.77271, 0.20236)  0.02
H (5.04994, -5.03311, 1.80956)  0.04
H (5.41096, -6.57509, 0.98819)  0.07
Cl (0.83754, 0.23760, 4.49992)  0.61
C (0.89943, -1.56456, 4.30547)  -0.59
C (1.71475, -1.82086, 3.10270)  -0.68
Cl (2.21193, -3.53507, 2.83316)  0.62
H (-0.08909, -1.92750, 4.02405)  0.07
H (1.32635, -1.97105, 5.22231)  0.08
H (2.66132, -1.28669, 3.02050)  0.06
H (1.33567, -1.38304, 2.17927)  0.05
Cl (1.01443, -6.39384, -6.39650)  0.54
C (1.33360, -7.11672, -4.80387)  -0.63
C (1.55824, -5.92887, -3.83848)  -0.71
Cl (2.01338, -6.48987, -2.25585)  0.61
H (2.24102, -7.67318, -5.03849)  0.06
H (0.49728, -7.78068, -4.58522)  0.07
H (0.66783, -5.31247, -3.71471)  0.05
H (2.36211, -5.26630, -4.15926)  0.07